Density functional theory data (ωB97M-V/def2-TZVPD) for a structure of composition C30H22N3O4PS2Ti in a non-equilibrium geometry.

Last column: natural (NBO) charge in e.
Positions of all 63 atoms, in Å:
Ti (-0.556, -0.560, -0.991)  1.4144
S (0.099, 0.767, 1.119)  -0.5529
S (1.845, -1.930, 2.416)  -0.6408
P (1.701, 0.002, 2.136)  1.1762
O (-3.960, -0.213, 1.240)  -0.5945
O (1.088, -0.306, -1.744)  -0.3804
O (0.973, -1.546, -1.069)  -0.3931
O (-2.342, 0.042, -0.290)  -0.7433
N (-1.484, -1.463, -2.760)  -0.4614
N (-1.197, -2.188, 0.347)  -0.4747
N (-1.099, 1.159, -2.317)  -0.4149
C (-1.929, 0.813, -3.320)  0.1672
C (3.205, 1.909, 0.709)  -0.2153
C (-1.535, 3.447, -2.793)  -0.2369
C (-0.520, -3.301, 0.627)  0.0986
C (-2.260, -3.259, -4.111)  -0.2527
C (-2.380, 3.106, -3.816)  -0.1093
C (2.296, 0.315, 4.833)  -0.1230
C (4.410, -0.018, 1.483)  -0.2125
C (1.136, 2.819, 5.087)  -0.2155
C (5.584, 0.505, 0.961)  -0.2189
C (-0.890, -4.134, 1.668)  -0.2392
C (4.379, 2.432, 0.187)  -0.2223
C (-1.970, -3.775, 2.458)  -0.1350
C (3.214, 0.682, 1.363)  -0.2969
C (5.571, 1.732, 0.313)  -0.1929
C (-3.552, -0.021, -5.470)  -0.1698
C (2.350, 0.985, 6.046)  -0.2366
C (-2.941, -2.386, -4.921)  -0.0994
C (-2.596, 1.749, -4.115)  -0.0784
C (-2.878, -1.005, -4.671)  -0.1017
C (-3.427, 1.295, -5.194)  -0.1701
C (-2.658, -2.605, 2.180)  -0.2087
C (1.770, 2.238, 6.176)  -0.2024
C (-2.935, -0.560, 0.700)  0.7710
C (-0.908, 2.434, -2.055)  0.1148
C (1.663, 0.894, 3.737)  -0.3975
C (-2.108, -0.589, -3.581)  0.2603
C (1.084, 2.152, 3.872)  -0.1912
C (-1.543, -2.754, -3.022)  0.1173
C (-2.239, -1.840, 1.111)  0.1246
H (-3.943, 2.035, -5.792)  0.2248
H (-3.524, -2.747, -5.760)  0.2253
H (6.485, 2.140, -0.098)  0.2077
H (6.509, -0.049, 1.055)  0.2109
H (-1.347, 4.480, -2.539)  0.2352
H (-0.244, 2.658, -1.228)  0.2364
H (0.352, -3.501, 0.018)  0.2297
H (0.576, 2.603, 3.029)  0.2297
H (4.361, 3.387, -0.323)  0.2077
H (-2.881, 3.869, -4.399)  0.2239
H (4.406, -0.983, 1.974)  0.2385
H (-3.501, -2.264, 2.762)  0.2506
H (-4.164, -0.358, -6.297)  0.2231
H (2.729, -0.672, 4.730)  0.2273
H (2.273, 2.449, 0.601)  0.2233
H (-2.264, -4.397, 3.294)  0.2226
H (2.841, 0.522, 6.893)  0.2105
H (1.807, 2.760, 7.124)  0.2098
H (-1.013, -3.405, -2.340)  0.2244
H (0.673, 3.794, 5.182)  0.2105
H (-2.277, -4.324, -4.287)  0.2361
H (-0.312, -5.023, 1.872)  0.2298

Forces on atoms 1 to 3 (eV/Å):
Ti 1.15 0.44 1.14
S -0.34 -0.11 -0.17
S -0.05 -0.07 0.01

As for the LUMO energy: -1.158 eV. The value obtained for the total energy is -98206.82971 eV. The spin multiplicity is 1. For the energy above the lowest of the compared OMol25 structures with the same formula, charge and spin, the calculation gives 37.18 kJ/mol. The largest force on an atom comes out at 0.03258 hartree/bohr. The calculation puts the orbital gap at 6.4 eV.